No. 1
Here is a 11-piece molecular cluster, C22H69N3O16 overall in a non-equilibrium geometry from the OMol25 dataset. Energies are from ωB97M-V/def2-TZVPD.

Calculated values
* frontier orbital gap: 9.45 eV
* highest occupied orbital energy: -9.297 eV
* SMILES: COC[C@H](C)N.COC[C@H](C)N.COC[C@H](C)N.OCCO.OCCO.OCCO.OCCO.OCCO.O.O.O
* E_LUMO: 0.2 eV
* DFT total energy: -61158.9202 eV

Geometry (Å):
O  1.752  -3.387  -0.771
H  2.143  -4.190  -1.144
H  0.887  -3.663  -0.433
O  -4.183  0.654  -0.939
H  -4.835  -0.047  -0.820
H  -3.674  0.665  -0.118
O  -1.011  1.262  3.910
H  -0.496  0.906  3.173
H  -0.893  0.626  4.623
C  -2.191  0.726  -3.945
C  -3.093  0.222  -5.060
O  -3.453  1.250  -5.970
O  -2.705  1.720  -3.085
H  -1.231  0.965  -4.405
H  -1.941  -0.168  -3.353
H  -4.049  -0.164  -4.660
H  -2.683  -0.614  -5.633
H  -3.266  2.098  -5.552
H  -3.307  1.209  -2.515
C  4.738  -3.743  2.257
C  4.420  -2.681  1.229
O  3.089  -2.247  1.364
O  4.126  -4.959  1.818
H  4.355  -3.539  3.257
H  5.831  -3.841  2.220
H  4.597  -3.196  0.273
H  5.102  -1.827  1.222
H  2.550  -2.420  0.577
H  4.264  -5.645  2.474
C  5.386  -0.797  -2.161
C  4.000  -1.382  -2.350
O  3.996  -2.475  -3.302
O  6.280  -1.839  -1.748
H  5.229  -0.072  -1.354
H  5.749  -0.263  -3.038
H  3.373  -0.678  -2.906
H  3.571  -1.660  -1.386
H  4.851  -2.909  -3.162
H  6.935  -1.387  -1.208
C  -0.910  0.300  -0.416
C  0.419  -0.471  -0.390
O  0.503  -1.085  -1.661
O  -1.127  0.978  0.787
H  -1.692  -0.409  -0.711
H  -0.857  0.940  -1.304
H  0.350  -1.240  0.390
H  1.316  0.108  -0.163
H  1.155  -1.805  -1.680
H  -1.670  1.755  0.599
C  0.589  -1.038  -6.711
C  0.631  -1.501  -5.240
O  0.732  -0.392  -4.391
O  -0.477  -0.156  -7.092
H  0.524  -1.869  -7.422
H  1.521  -0.545  -6.988
H  1.530  -2.131  -5.261
H  -0.211  -2.162  -5.016
H  0.618  -0.657  -3.470
H  -1.272  -0.672  -7.241
C  0.118  4.896  6.490
C  1.141  4.387  5.485
C  0.510  4.288  4.095
O  1.361  3.581  3.213
C  0.889  3.664  1.883
N  2.333  5.265  5.484
H  -0.731  4.213  6.514
H  -0.202  5.901  6.207
H  0.606  4.997  7.460
H  1.448  3.385  5.804
H  0.286  5.279  3.682
H  -0.418  3.714  4.197
H  1.121  4.662  1.507
H  -0.161  3.365  1.798
H  1.389  2.908  1.275
H  2.833  5.157  4.605
H  2.958  4.825  6.156
C  -2.739  5.635  -0.141
C  -2.052  4.367  0.431
C  -2.500  4.251  1.887
O  -3.900  4.011  2.017
C  -4.172  3.355  3.239
N  -2.304  3.201  -0.379
H  -2.429  5.792  -1.178
H  -2.395  6.502  0.421
H  -3.815  5.461  -0.168
H  -0.995  4.644  0.376
H  -2.356  5.217  2.377
H  -1.843  3.542  2.403
H  -3.670  3.786  4.112
H  -3.842  2.310  3.218
H  -5.251  3.408  3.361
H  -3.286  2.954  -0.416
H  -1.966  3.242  -1.330
C  -0.274  -4.973  2.289
C  -0.771  -5.891  1.215
C  -1.501  -5.283  -0.015
O  -2.704  -4.696  0.397
C  -3.333  -3.855  -0.514
N  0.405  -6.623  0.699
H  0.299  -5.456  3.079
H  -1.048  -4.346  2.732
H  0.487  -4.296  1.874
H  -1.501  -6.637  1.539
H  -1.642  -6.093  -0.744
H  -0.852  -4.587  -0.575
H  -4.109  -3.312  0.037
H  -3.802  -4.357  -1.368
H  -2.710  -3.027  -0.889
H  0.129  -7.197  -0.096
H  1.079  -5.999  0.258

Atomic forces in eV per Å
-0.32 -0.40 -0.20
0.12 0.22 0.01
0.15 0.06 -0.01
-0.11 -0.19 0.22
0.02 0.12 -0.06
0.04 0.00 -0.07
0.04 -0.11 0.01
-0.17 0.10 -0.08
0.01 0.07 -0.03
1.01 -1.88 -0.41
-1.50 0.65 0.29
0.22 0.15 -0.30
-0.35 -0.30 -0.49
-0.11 0.78 0.18
-0.01 0.00 0.10
0.23 -0.02 0.29
0.48 0.18 0.24
-0.05 -0.07 0.01
-0.03 0.63 0.17
0.35 -0.23 -0.30
-0.50 -0.65 -0.47
-0.41 0.61 0.17
-0.07 0.07 -0.37
0.27 0.50 0.02
-0.02 -0.13 0.47
-0.15 0.18 -0.08
0.06 -0.03 0.46
0.53 -0.30 0.18
0.02 0.01 0.09
-0.85 0.01 0.66
0.00 -0.14 -1.91
0.71 -0.11 0.94
-0.16 0.61 -0.02
0.38 0.13 0.00
0.05 -0.19 -0.20
-0.10 0.44 0.78
-0.02 -0.12 -0.06
-0.29 -0.22 -0.17
0.22 -0.39 -0.03
1.16 -0.09 -0.91
-0.68 -0.56 0.46
0.17 -0.27 -0.72
0.19 -0.95 0.49
-0.14 -0.26 0.50
0.01 0.52 0.26
0.04 -0.01 0.08
-0.20 0.45 -0.09
-0.16 0.20 0.37
-0.11 0.74 -0.51
-0.71 0.07 -0.55
0.36 -0.06 -1.56
0.14 0.04 -0.25
0.42 0.19 0.52
0.22 -0.53 0.53
-0.03 0.33 0.36
0.12 -0.07 0.56
-0.26 0.16 0.13
-0.05 0.01 0.21
-0.03 -0.02 0.01
0.41 0.25 -0.34
0.07 0.17 -0.45
0.07 -0.47 0.49
0.17 -0.06 0.00
0.35 -0.70 0.15
0.06 -0.51 0.06
-0.07 0.09 0.29
-0.16 -0.05 -0.04
-0.23 -0.19 0.13
-0.21 -0.18 -0.27
0.03 0.15 0.14
-0.12 0.16 -0.03
-0.41 0.08 -0.32
0.24 0.47 0.17
0.40 0.17 0.12
-0.20 -0.02 -0.06
0.15 0.48 0.08
0.35 -0.66 -0.57
-0.90 2.15 -0.69
0.31 0.32 -0.08
0.81 -0.63 -0.13
-0.28 -0.38 -0.05
-0.11 -1.03 0.65
0.06 -0.07 0.01
-0.53 0.13 0.11
-0.07 0.48 0.33
0.03 -0.58 0.35
0.54 0.13 -0.04
-0.76 -0.39 0.17
-0.04 0.42 -0.14
-0.08 -0.03 -0.15
-0.01 -0.10 0.20
-0.15 0.32 -0.03
0.05 0.17 -0.02
0.26 1.13 0.12
0.17 -0.69 -1.67
0.48 0.19 0.49
0.33 -0.14 0.15
-0.64 1.19 -0.14
-0.03 -0.43 -0.56
-0.40 -0.49 -0.02
-0.08 -0.13 -0.04
-0.20 0.11 -0.20
0.28 0.00 0.60
-0.37 -0.14 0.12
-0.08 0.41 0.30
-0.14 -0.39 -0.02
0.17 -0.21 0.07
0.44 -0.43 -0.07
-0.14 -0.27 0.32
0.03 0.29 0.54

Atomic partial charges in e from the Löwdin method, atoms 1 to 99: O -0.0400; H 0.0921; H 0.0398; O -0.0322; H 0.0652; H 0.0440; O -0.0520; H 0.0289; H 0.0417; C -0.2604; C -0.2436; O -0.0641; O -0.0724; H 0.1140; H 0.1121; H 0.1152; H 0.0984; H 0.0816; H 0.0418; C -0.2358; C -0.2656; O -0.0786; O -0.0780; H 0.1214; H 0.1166; H 0.1139; H 0.1158; H 0.0189; H 0.0805; C -0.2298; C -0.2247; O -0.0739; O -0.0683; H 0.1227; H 0.1214; H 0.1229; H 0.0857; H 0.0739; H 0.0880; C -0.2586; C -0.2073; O -0.1077; O -0.0767; H 0.1012; H 0.1135; H 0.1153; H 0.1256; H 0.0535; H 0.0195; C -0.2256; C -0.2535; O -0.0682; O -0.0724; H 0.1146; H 0.1169; H 0.1097; H 0.1162; H 0.0365; H 0.0662; C -0.0714; C -0.4381; C -0.2230; O -0.1798; C -0.1055; N 0.0356; H 0.0743; H 0.0793; H 0.0738; H 0.1354; H 0.1337; H 0.0975; H 0.0969; H 0.0396; H 0.0930; H 0.0643; H 0.0682; C -0.0540; C -0.4108; C -0.2094; O -0.1726; C -0.1053; N 0.0689; H 0.0743; H 0.0782; H 0.0796; H 0.1221; H 0.1314; H 0.0820; H 0.0882; H 0.0841; H 0.0874; H 0.0845; H 0.0870; C -0.0509; C -0.4171; C -0.2126; O -0.1629; C -0.1219; N 0.0323

No. 2
Here is a 14-piece molecular cluster, C22H72O14 overall in a non-equilibrium geometry from the OMol25 dataset. Energies are from ωB97M-V/def2-TZVPD.

Calculated values
* relative energy (zero: lowest compared OMol25 entry of this formula, charge and spin): 65.0 kcal per mole
* frontier orbital gap: 9.87 eV
* highest occupied orbital energy: -9.525 eV
* E_LUMO: 0.3 eV
* DFT total energy: -52641.5804 eV

Geometry (Å):
C  1.016  -2.608  3.786
C  -0.042  -3.003  2.773
O  -0.373  -1.841  2.094
H  1.365  -3.486  4.329
H  0.662  -1.948  4.578
H  1.849  -2.208  3.208
H  -0.833  -3.468  3.362
H  0.344  -3.752  2.082
H  -1.267  -1.879  1.746
C  -2.703  -4.374  0.810
C  -3.220  -3.146  0.027
O  -2.789  -1.945  0.729
H  -1.613  -4.399  0.826
H  -3.001  -5.293  0.306
H  -3.139  -4.368  1.809
H  -4.298  -3.258  -0.089
H  -2.803  -3.111  -0.980
H  -3.111  -1.194  0.225
C  -2.796  1.389  2.214
C  -4.265  1.711  1.901
O  -5.133  1.241  2.927
H  -2.188  1.486  1.314
H  -2.708  0.338  2.491
H  -2.357  1.937  3.048
H  -4.465  1.188  0.966
H  -4.327  2.799  1.930
H  -6.019  1.586  2.789
C  -1.335  5.163  0.890
C  -0.208  4.349  0.339
O  -0.438  3.892  -0.965
H  -2.223  4.535  0.964
H  -1.568  5.951  0.175
H  -1.131  5.553  1.887
H  -0.004  3.536  1.037
H  0.664  5.003  0.366
H  -0.337  4.601  -1.605
C  2.247  2.132  3.556
C  2.677  2.253  5.039
O  4.060  2.335  5.070
H  2.641  2.965  2.974
H  1.162  2.182  3.459
H  2.598  1.224  3.067
H  2.371  1.348  5.564
H  2.217  3.130  5.495
H  4.449  2.540  5.923
C  -5.769  -0.149  -2.062
C  -4.323  -0.359  -2.441
O  -3.416  -0.145  -1.388
H  -6.047  0.903  -2.131
H  -5.932  -0.641  -1.103
H  -6.390  -0.650  -2.805
H  -3.943  0.133  -3.336
H  -4.140  -1.415  -2.636
H  -3.049  0.742  -1.409
C  3.777  0.167  -3.281
C  3.821  -1.145  -2.506
O  3.619  -2.257  -3.318
H  4.200  0.990  -2.705
H  2.746  0.343  -3.585
H  4.424  0.197  -4.158
H  3.039  -1.193  -1.749
H  4.774  -1.191  -1.978
H  3.937  -3.002  -2.803
C  0.186  -3.128  -1.763
C  0.118  -4.478  -2.610
O  -1.193  -4.979  -2.476
H  -0.491  -2.326  -2.057
H  1.196  -2.718  -1.753
H  -0.044  -3.415  -0.737
H  0.911  -5.119  -2.224
H  0.285  -4.292  -3.671
H  -1.715  -4.703  -3.233
C  2.979  -3.126  0.796
O  2.637  -4.359  0.189
H  3.804  -2.686  0.236
H  2.158  -2.409  0.810
H  3.359  -3.260  1.809
H  2.683  -5.024  0.879
C  3.128  3.244  -0.375
O  4.517  3.235  -0.569
H  2.603  2.340  -0.682
H  2.890  3.225  0.688
H  2.659  4.126  -0.813
H  4.958  2.451  -0.235
C  -0.774  0.504  -3.969
O  -0.783  0.746  -5.365
H  -1.073  1.397  -3.420
H  -1.309  -0.379  -3.618
H  0.265  0.333  -3.687
H  -0.017  1.282  -5.582
C  -3.289  3.378  -2.177
O  -2.512  2.338  -1.608
H  -4.278  3.104  -2.546
H  -3.499  4.173  -1.462
H  -2.759  3.842  -3.009
H  -1.681  2.686  -1.275
C  4.852  -0.149  1.032
O  5.503  1.025  0.685
H  5.002  -0.455  2.068
H  3.840  -0.200  0.629
H  5.383  -0.818  0.354
H  5.636  1.503  1.506
C  0.441  0.199  -0.326
O  0.937  0.430  0.959
H  0.478  1.041  -1.017
H  1.008  -0.621  -0.767
H  -0.604  -0.077  -0.180
H  0.654  -0.292  1.525

Atomic forces in eV per Å
0.47 -0.80 -0.08
0.69 -0.28 1.34
-0.09 0.81 -0.15
0.19 -0.23 -0.13
-0.12 0.39 -0.45
0.14 0.38 0.47
-0.66 0.14 -0.40
0.13 -0.22 -0.08
-0.66 -0.09 -0.56
-0.27 0.57 -0.76
1.05 -0.30 0.54
-0.65 -1.26 0.09
-0.03 0.17 0.25
-0.16 0.04 -0.05
0.22 -0.01 0.08
-0.23 0.52 0.31
0.15 -0.16 -0.05
-0.07 0.45 -0.49
-0.39 -0.83 0.32
1.05 0.03 0.84
0.27 -0.44 0.33
0.03 0.34 -0.02
-0.10 -0.18 0.01
-0.15 0.31 -0.13
-0.41 0.58 -0.32
-0.30 0.15 -0.96
0.05 0.05 -0.14
-1.02 -0.22 -0.30
0.84 1.04 1.27
0.00 -0.77 -0.41
-0.19 -0.01 0.07
-0.05 0.35 0.25
0.15 0.13 -0.15
0.07 -0.48 -0.55
0.40 -0.19 -0.16
0.05 0.14 0.09
0.09 0.41 0.52
-0.89 -0.48 -0.90
1.77 0.17 -0.54
0.12 0.13 0.12
-0.05 -0.19 0.08
-0.02 -0.10 0.24
-0.39 -0.01 0.22
-0.17 0.06 0.07
-0.46 -0.02 0.15
0.19 0.00 -0.88
0.91 -1.23 -0.11
0.06 -0.29 0.99
-0.06 0.04 0.64
-0.21 0.44 0.10
-0.10 -0.13 -0.02
-0.47 0.47 -0.14
-0.50 -0.29 -0.36
0.12 0.74 -0.10
-0.01 -0.21 -0.05
0.23 1.04 0.56
0.30 -0.71 -0.82
-0.55 0.06 0.48
0.09 0.38 -0.07
-0.12 -0.64 -0.21
-0.11 0.60 0.36
0.27 -0.18 0.04
-0.15 -0.34 -0.21
0.53 -1.27 -0.42
-0.18 2.85 0.38
-0.32 -0.99 0.35
-0.19 -0.26 -0.30
0.12 -0.06 -0.13
-0.08 0.11 0.09
-0.47 -0.45 0.03
0.45 0.10 0.00
0.12 0.00 0.02
0.66 0.31 -0.09
-0.16 -0.15 0.21
0.00 0.13 -0.14
-0.24 -0.12 -0.03
-0.15 -0.04 0.13
-0.12 -0.15 -0.18
-0.19 -0.77 1.14
0.06 1.12 -0.98
0.10 -0.14 -0.79
-0.02 0.48 0.39
0.33 -0.06 -0.20
-0.45 -0.51 0.20
1.49 0.63 0.42
-0.74 -0.43 -0.33
-0.45 -0.14 0.12
-0.43 0.14 -0.63
0.18 -0.21 0.35
-0.03 -0.05 0.07
0.35 0.91 0.10
-1.38 -0.54 -0.38
0.25 -0.87 0.10
0.16 0.07 0.29
0.05 -0.02 -0.20
0.41 0.61 0.06
0.39 -1.81 -1.79
0.49 1.85 0.90
-0.35 0.09 -0.07
-0.48 0.38 0.78
-0.08 -1.09 0.50
0.13 0.48 -0.07
-0.62 -0.96 0.10
1.08 1.48 0.43
0.29 0.40 0.47
-0.25 -0.17 -0.40
-0.26 -0.29 -0.73
-0.33 -0.41 0.12

Atomic partial charges in e from the Löwdin method, atoms 1 to 99: C -0.0788; C -0.3390; O -0.0846; H 0.0744; H 0.0796; H 0.0514; H 0.1176; H 0.0961; H 0.0435; C -0.0688; C -0.2571; O -0.1132; H 0.0513; H 0.0748; H 0.0770; H 0.1080; H 0.0885; H 0.0376; C -0.0741; C -0.3011; O -0.0795; H 0.0577; H 0.0662; H 0.0746; H 0.0973; H 0.1043; H 0.0764; C -0.0771; C -0.3220; O -0.0762; H 0.0639; H 0.0799; H 0.0853; H 0.1169; H 0.1093; H 0.1124; C -0.0745; C -0.3302; O -0.0808; H 0.0591; H 0.0669; H 0.0588; H 0.1035; H 0.1073; H 0.0857; C -0.0684; C -0.3205; O -0.1204; H 0.0671; H 0.0798; H 0.0729; H 0.1149; H 0.1043; H 0.0198; C -0.0535; C -0.3500; O -0.0607; H 0.0678; H 0.0582; H 0.0777; H 0.0769; H 0.1028; H 0.0844; C -0.0608; C -0.2682; O -0.0876; H 0.0583; H 0.0383; H 0.0573; H 0.1027; H 0.1056; H 0.0828; C -0.1612; O -0.1082; H 0.0588; H 0.0653; H 0.0846; H 0.0780; C -0.1676; O -0.1179; H 0.0644; H 0.0566; H 0.0726; H 0.0184; C -0.1514; O -0.1118; H 0.0641; H 0.0754; H 0.0612; H 0.0732; C -0.1192; O -0.1593; H 0.0816; H 0.0738; H 0.0822; H 0.0337; C -0.1567; O -0.1147; H 0.0991